Below is a 13-piece molecular cluster, C66H168N10O24 overall, with properties calculated with ωB97M-V/def2-TZVPD.

Computed properties:
**E**: -4968.040398 Ha
**Molecular weight**: 1486.12 g mol⁻¹
**Energy above the lowest of the compared OMol25 structures with the same formula, charge and spin**: 42.29 kcal per mole
**LUMO energy**: 0.35 eV
**Net charge**: 0
**Highest occupied orbital energy**: -8.5 eV
**Kohn-Sham gap**: 8.82 eV

Atoms and positions in Å:
C -2.13224 0.72204 6.84732
C -0.71146 1.03037 6.28668
O -0.36335 2.41646 6.28642
H -2.02653 -0.06188 7.55650
H -2.85883 0.39401 6.04137
H -2.42476 1.60557 7.45392
H -0.60470 0.52161 5.30710
H 0.11885 0.59585 6.93019
H -0.83873 2.91450 5.63198
C 5.93529 -0.87258 5.32545
C 5.13633 -0.05599 4.35785
O 5.01760 1.35794 4.59853
H 7.02429 -0.83656 5.19409
H 5.70779 -1.92447 5.16116
H 5.72755 -0.67208 6.40046
H 4.16165 -0.50199 4.24100
H 5.57159 -0.14257 3.35092
H 4.06465 1.59440 4.56916
C -3.59948 0.65581 0.68837
O -2.37468 1.20426 0.16082
C -2.57372 1.59620 -1.20192
C -1.45766 2.45883 -1.73645
N -1.36022 3.86282 -1.42268
C -0.71370 4.02726 -0.07981
C -0.46168 5.52186 0.02025
O -1.75580 6.12355 0.24018
C -1.66479 7.54050 0.11128
H -4.35970 1.39768 0.65738
H -3.47162 0.33528 1.72191
H -3.87803 -0.16100 0.04795
H -3.51569 2.16299 -1.39034
H -2.63431 0.77038 -1.87635
H -1.51846 2.32762 -2.80568
H -0.48435 1.93613 -1.52036
H -2.28502 4.30371 -1.42040
H 0.10937 3.33628 -0.03538
H -1.38542 3.78836 0.80100
H -0.09934 5.87863 -0.98861
H 0.19225 5.88032 0.80240
H -2.71487 7.87776 -0.01865
H -1.09768 7.83511 -0.75965
H -1.20298 7.94228 1.06962
C 1.20180 6.62207 -5.68250
O 1.81133 5.79135 -4.65691
C 0.87660 5.11209 -3.79965
C 1.67674 4.38580 -2.71151
N 2.45889 3.23395 -3.24778
C 1.70467 2.17590 -3.79165
C 2.64107 1.03731 -4.24479
O 3.30590 1.45235 -5.41388
C 4.32165 0.59089 -5.87426
H 0.19414 6.25570 -5.99853
H 1.96528 6.60510 -6.52503
H 0.98361 7.62217 -5.33511
H 0.22657 4.53271 -4.44624
H 0.18686 5.84889 -3.37466
H 0.97992 4.13151 -1.88571
H 2.41498 5.11412 -2.28016
H 3.17053 3.48533 -3.96761
H 1.01928 2.30764 -4.64906
H 1.14780 1.78997 -2.93094
H 2.13153 0.15725 -4.38311
H 3.42161 0.98197 -3.41351
H 4.60196 0.93830 -6.88051
H 3.97037 -0.43471 -5.97924
H 5.16640 0.64326 -5.18532
C 0.34031 0.12411 -7.89773
O -0.07301 -0.69476 -6.77317
C 0.04602 -2.01089 -7.09792
C -0.69541 -2.77915 -6.04523
N -0.12521 -4.13753 -5.97612
C -0.91061 -5.05363 -5.21496
C -2.12566 -5.55462 -5.96629
O -3.15982 -6.11314 -5.15767
C -4.15663 -6.60509 -5.97090
H 0.57911 1.10101 -7.49902
H -0.38784 0.25067 -8.69656
H 1.08622 -0.34794 -8.48570
H 1.08197 -2.16807 -7.27535
H -0.40044 -2.18734 -8.02285
H -1.76814 -2.85756 -6.28716
H -0.70436 -2.19980 -5.09865
H 0.75855 -3.89747 -5.50582
H -1.19503 -4.56862 -4.25949
H -0.22726 -5.85984 -4.90899
H -1.88201 -6.21677 -6.78722
H -2.56876 -4.74533 -6.48431
H -3.72316 -7.49250 -6.47240
H -4.51648 -5.91329 -6.79942
H -4.95030 -6.88975 -5.29633
C -8.07086 4.57895 8.38246
O -6.92623 4.35738 9.13621
C -5.63854 4.34405 8.32553
C -5.23495 2.91798 8.17109
N -6.32286 2.21010 7.58812
C -5.92511 0.80158 7.22251
C -5.84946 0.69732 5.67584
O -4.77684 1.60940 5.22316
C -4.85005 1.62189 3.81080
H -8.21892 5.68096 8.26201
H -9.01239 4.22416 9.01226
H -8.05206 4.13846 7.38492
H -4.94501 5.02357 8.81426
H -5.86076 4.65550 7.32406
H -4.81717 2.59693 9.15796
H -4.41490 2.81503 7.47099
H -7.05284 2.00816 8.27585
H -6.67573 0.10325 7.58694
H -4.93503 0.60617 7.56777
H -6.81404 1.02507 5.28058
H -5.66031 -0.35844 5.41338
H -5.75268 2.23984 3.50934
H -4.96099 0.65296 3.30234
H -3.92141 2.08489 3.50775
C 2.67790 -7.43284 1.27844
O 3.02006 -6.16804 0.94130
C 2.87216 -5.28424 2.00427
C 3.02089 -3.86764 1.44419
N 4.42961 -3.77362 1.02341
C 4.76429 -2.43436 0.38171
C 5.94108 -2.54472 -0.55048
O 5.58082 -3.20088 -1.72409
C 6.60712 -3.53918 -2.62407
H 3.37776 -8.03448 1.89271
H 2.53299 -7.91763 0.37156
H 1.77422 -7.37765 1.87977
H 3.61740 -5.41028 2.78545
H 1.91697 -5.49880 2.47539
H 2.81751 -3.28566 2.35769
H 2.37344 -3.69997 0.60130
H 4.56522 -4.40475 0.26280
H 5.02560 -1.70337 1.17872
H 3.99404 -2.01611 -0.17419
H 6.84024 -2.99186 -0.07584
H 6.27365 -1.50853 -0.87471
H 6.18207 -4.24323 -3.31106
H 7.42888 -4.06656 -2.11216
H 6.97322 -2.65366 -3.23056
C 5.76157 2.70576 -1.71196
O 6.18310 2.12904 -0.54082
C 7.60847 2.08125 -0.44918
C 8.11626 1.81163 0.96769
N 8.03375 0.36268 1.19709
C 8.73240 -0.09769 2.38702
C 8.50176 -1.58714 2.58929
O 9.42313 -2.33370 1.78024
C 9.36549 -3.71859 2.00613
H 6.20756 3.70460 -1.80351
H 4.71374 2.82315 -1.74324
H 6.15230 2.11538 -2.56145
H 7.97384 3.09257 -0.76157
H 7.97071 1.39547 -1.15921
H 7.38524 2.13867 1.67821
H 9.13263 2.21427 1.10038
H 8.50022 -0.03154 0.38258
H 8.31494 0.36758 3.22498
H 9.81931 0.10937 2.42889
H 7.45171 -1.85209 2.41320
H 8.58797 -1.80940 3.69217
H 8.41984 -4.06047 1.65347
H 9.33299 -3.84646 3.05367
H 10.23099 -4.16510 1.46649
C -2.01210 -1.72775 3.00420
O -3.09529 -2.58440 2.46232
C -2.83824 -3.43514 1.35834
C -3.97158 -4.55295 1.37224
N -3.99344 -5.29137 2.64575
C -2.77500 -6.06190 3.00147
C -2.56941 -7.41999 2.30976
O -1.82347 -7.24803 1.13313
C -1.66421 -8.35682 0.26152
H -1.35644 -1.35638 2.22628
H -1.35272 -2.27630 3.68384
H -2.59703 -1.03335 3.68819
H -1.82750 -3.87957 1.45294
H -2.92427 -2.88055 0.42869
H -3.75749 -5.21957 0.48864
H -4.98382 -4.17588 1.23674
H -4.13981 -4.62593 3.40417
H -2.75513 -6.27498 4.07037
H -1.81444 -5.48822 2.93428
H -3.53396 -7.69477 1.95372
H -2.02172 -8.11208 3.01067
H -2.57629 -8.88755 -0.01498
H -1.06083 -9.13296 0.68861
H -1.25855 -7.88797 -0.63911
C -2.48265 3.52023 -5.57889
O -2.53586 2.37876 -4.73841
C -2.02002 1.24625 -5.48087
C -2.50703 -0.05110 -4.90476
N -3.81824 -0.44176 -5.35619
C -4.28776 -1.77378 -5.14920
C -4.29914 -2.31279 -3.68210
O -5.29735 -1.55140 -3.03389
C -5.61237 -2.15126 -1.77420
H -2.33851 4.36729 -4.88537
H -3.39931 3.60055 -6.11855
H -1.56110 3.49869 -6.24166
H -0.94109 1.31203 -5.59630
H -2.45890 1.38570 -6.41825
H -2.42299 0.06175 -3.82130
H -1.82751 -0.85477 -5.27345
H -4.48357 0.18793 -4.92447
H -3.60775 -2.38527 -5.69500
H -5.33136 -1.87564 -5.55863
H -3.31113 -2.23538 -3.24949
H -4.59819 -3.46128 -3.78279
H -6.01761 -3.13519 -2.07161
H -6.33191 -1.57047 -1.20894
H -4.69211 -2.21528 -1.19890
C -5.48236 7.20007 1.78508
O -5.59280 7.66708 3.10419
C -6.26450 6.78771 4.03128
C -5.37797 5.52287 4.32071
N -3.95678 5.88320 4.31643
C -3.06854 4.85736 3.76243
C -1.66868 5.19967 4.24623
O -0.80868 4.18189 3.76880
C 0.52826 4.56675 3.84319
H -6.20841 6.39382 1.76153
H -4.48267 6.80935 1.59249
H -5.72220 8.10984 1.19319
H -7.20196 6.37014 3.63831
H -6.45078 7.40687 4.92797
H -5.51409 4.82420 3.50646
H -5.61361 5.04058 5.23858
H -3.84460 6.69829 3.73782
H -3.02391 4.82935 2.65512
H -3.31962 3.89497 4.21905
H -1.54700 5.31749 5.37388
H -1.30823 6.16873 3.87083
H 0.72584 5.35671 3.15261
H 1.12909 3.67073 3.63575
H 0.82383 5.00854 4.82524
C 3.90902 1.85133 1.33747
O 2.97150 1.30415 2.23870
C 2.29101 0.20682 1.67690
C 1.21201 0.65954 0.64354
N 0.40042 -0.34959 -0.02577
C 0.93472 -0.86569 -1.24538
C -0.14539 -1.38820 -2.21647
O -0.98778 -2.36544 -1.61149
C -0.25616 -3.43816 -1.06376
H 4.69715 1.16191 1.14864
H 4.17306 2.82673 1.82078
H 3.51856 2.09623 0.28256
H 1.71335 -0.35726 2.38625
H 3.02301 -0.43783 1.22844
H 1.79795 1.20136 -0.16244
H 0.45405 1.30170 1.21006
H -0.52270 0.04904 -0.20897
H 1.58799 -1.69782 -0.96536
H 1.52017 -0.14337 -1.78740
H 0.29380 -1.74568 -3.16455
H -0.81446 -0.49152 -2.39657
H 0.32716 -3.20831 -0.18196
H 0.51959 -3.87802 -1.85195
H -0.96419 -4.20879 -0.74957
C 3.36387 -4.30757 -5.50421
C 3.73450 -5.55754 -4.77781
O 2.79931 -5.83646 -3.73908
O 2.91241 -3.32517 -4.55505
H 2.53599 -4.44459 -6.23582
H 4.25670 -3.99645 -6.05296
H 4.80110 -5.41414 -4.36775
H 3.86052 -6.48602 -5.30481
H 2.64664 -5.06588 -3.24239
H 3.63476 -2.73220 -4.35396

Below is an isolated ion of composition C5H12N3O and charge +1, with properties calculated with ωB97M-V/def2-TZVPD.

Computed properties:
**E**: -436.643187 Ha
**Molecular weight**: 130.17 g mol⁻¹
**Energy above the lowest of the compared OMol25 structures with the same formula, charge and spin**: 100.69 kcal per mole
**Expectation value of S²**: 2.0301
**LUMO energy (spin up / spin down)**: -2.74 / -6.36 eV
**Multiplicity**: 3
**Net charge**: +1
**Highest occupied orbital energy (spin up / spin down)**: -9.5 / -14.7 eV
**Kohn-Sham gap (spin up / spin down)**: 6.76 / 8.37 eV

Atoms and positions in Å:
C 0.10971 4.13033 1.39755
C -0.58539 1.91511 1.53624
C 1.29351 -1.29150 0.16207
C 0.24779 -0.25152 -1.74545
C -0.86228 -2.08305 -0.56570
N -0.11465 3.02012 1.97205
N -0.07939 1.40373 0.49387
N 0.01962 -0.88008 -0.43598
O -0.65126 0.09253 0.26960
H 0.83305 4.78003 1.84408
H -0.38081 4.36691 0.45989
H -1.46154 1.54836 2.18372
H 2.15605 -0.74434 -0.19030
H 1.27877 -1.11387 1.27097
H 1.54907 -2.31235 -0.16913
H -0.74514 -0.01237 -2.08377
H 0.97981 0.62255 -1.39462
H 0.65103 -1.01988 -2.43586
H -1.86411 -1.73641 -0.94398
H -0.21663 -2.81069 -1.01132
H -1.02425 -2.32420 0.52061

no.,maximum force (eV/A)
1,4.3
2,6.0